# 1
Molecular formula: C8H10NO3
Method: DFT, ωB97M-V/def2-TZVPD

Properties
Orbital gap: 5.4 eV
LUMO level: 3.477 eV
Electronic energy: -591.12513 Ha
Net charge: -1
ΔE to the lowest compared entry with this formula, charge and spin: 139.23 kcal/mol

Structure (XYZ):
```
22
Properties=species:S:1:pos:R:3:lowdin_charge:R:1
C 0.83398 1.63325 -0.31250 -0.1924
C 2.05031 -0.46047 -0.16694 -0.1162
C 1.98909 0.91961 -0.12906 -0.3248
C -1.03358 0.43168 0.50394 -0.0344
C 1.66036 -1.74363 0.02022 -0.4642
C 3.14913 1.63328 0.37913 -0.0809
C -2.41825 -0.72840 -1.36160 0.0115
C -2.86155 -0.99128 1.00334 -0.0982
N -2.02886 -0.32867 0.06769 -0.2564
O 1.00667 -2.74850 0.01018 0.0373
O 3.11086 -1.52131 0.10867 -0.0639
O -0.40936 1.04236 -0.60609 -0.1670
H 0.58143 2.65621 0.06961 0.1029
H 3.11691 1.98439 1.38658 0.0709
H 4.07637 1.17691 0.19577 0.0510
H 3.41590 2.54851 -0.24924 0.0966
H -2.29955 -1.85274 -1.26242 0.1139
H -3.33990 -0.28627 -1.43074 0.0411
H -1.64943 -0.18734 -1.90316 0.0724
H -2.72020 -0.30190 1.80887 0.0703
H -3.85245 -0.98356 0.72397 0.0591
H -2.37789 -1.89211 1.14378 0.0713
```

# 2
Molecular formula: C3H7N5
Method: DFT, ωB97M-V/def2-TZVPD

Properties
SMILES: [H]/N=C1/CN(N)N=C1N
Orbital gap: 9.6 eV
LUMO level: 0.599 eV
Electronic energy: -392.19720 Ha
ΔE to the lowest compared entry with this formula, charge and spin: 63.91 kcal/mol

Structure (XYZ):
```
15
Properties=species:S:1:pos:R:3:lowdin_charge:R:1
H 0.89666 -2.50812 -1.16412 0.0491
N 0.02279 -1.99682 -1.27910 0.1595
C -0.05767 -0.96983 -0.55460 -0.3046
C -1.26799 -0.04008 -0.53632 -0.1589
N -0.78488 1.28577 -0.22185 -0.1594
N -1.53906 2.04900 0.58815 -0.0100
N 0.63552 0.84556 0.73540 0.1616
C 0.96335 -0.31398 0.34841 -0.4300
N 2.18155 -0.96230 0.54411 0.1031
H -1.95882 -0.39332 0.23696 0.1211
H -1.71952 -0.03085 -1.52868 0.1208
H -1.27307 3.02603 0.52043 0.0851
H -1.52218 1.73428 1.56348 0.0882
H 2.58446 -1.33683 -0.30467 0.0856
H 2.83886 -0.38852 1.05240 0.0887
```

# 3
Molecular formula: C3H2N2S
Method: DFT, ωB97M-V/def2-TZVPD

Properties
Orbital gap: 8.9 eV
LUMO level: 0.194 eV
Electronic energy: -623.01196 Ha
ΔE to the lowest compared entry with this formula, charge and spin: 101.11 kcal/mol

Structure (XYZ):
```
8
Properties=species:S:1:pos:R:3:lowdin_charge:R:1
C -1.18713 0.47916 0.21322 -0.5417
C -0.06194 0.99248 0.26384 -0.1848
C 1.17002 -1.68702 -0.19356 0.0407
N 1.26454 0.84437 0.10575 -0.0011
N 1.42072 -0.54229 0.03654 -0.1057
S -2.58298 -0.36265 -0.18241 0.7741
H 1.81258 1.26830 0.84075 0.1360
H -1.83580 -0.99234 -1.08413 -0.1174
```

# 4
Molecular formula: CH5BO
Method: DFT, ωB97M-V/def2-TZVPD

Properties
SMILES: BCO
Orbital gap: 10.5 eV
LUMO level: 0.376 eV
Electronic energy: -141.11653 Ha
ΔE to the lowest compared entry with this formula, charge and spin: 70.54 kcal/mol

Structure (XYZ):
```
8
Properties=species:S:1:pos:R:3:lowdin_charge:R:1
B 0.10479 0.00401 1.08094 0.0649
C 0.16389 0.24823 -0.48698 -0.2895
O -0.66208 -0.41625 -1.43045 -0.0973
H -0.53768 -0.72279 1.63545 -0.0021
H 0.78985 0.85880 1.65545 0.0450
H 0.17925 1.23156 -1.01511 0.1226
H 1.17502 -0.16938 -0.47551 0.0950
H -1.21304 -1.03418 -0.96379 0.0614
```

# 5
Molecular formula: C53H45CdN7O3P2SSe2
Method: DFT, ωB97M-V/def2-TZVPD

Properties
Orbital gap: 8.5 eV
LUMO level: -4.569 eV
Electronic energy: -8706.91001 Ha
Net charge: +2

Structure (XYZ):
```
114
Properties=species:S:1:pos:R:3:lowdin_charge:R:1
Cd -0.48520 -0.98708 1.20098 1.3886
N -3.81606 -0.47192 4.22643 0.0542
C -2.49685 -0.34441 4.04952 -0.1345
N -2.18285 -0.77410 2.84854 0.0541
C -3.38455 -1.15739 2.32145 -0.3324
N -4.39987 -0.98982 3.13415 0.1534
C -3.52655 -1.71294 0.96652 -0.2204
C -4.76192 -2.11524 0.46975 -0.0450
N -4.88580 -2.62992 -0.74652 0.1162
C -3.77911 -2.73808 -1.47527 -0.0881
C -2.54491 -2.32908 -0.99468 -0.0966
N -2.42194 -1.82262 0.22817 0.0450
H -4.37506 -0.24841 5.03462 0.1700
H -1.81829 0.04103 4.79319 0.1361
H -5.65617 -2.01463 1.07201 0.1251
H -3.88116 -3.16287 -2.46651 0.1179
H -1.63934 -2.39874 -1.57929 0.0823
Se 2.01500 -2.14750 2.28371 0.6398
Se 2.32873 -1.36473 4.43376 0.7360
C 1.45259 0.34558 4.21021 -0.6673
C 1.81361 1.35130 5.10083 -0.0955
C 1.23468 2.59774 4.95311 -0.0358
C 0.32101 2.79753 3.92604 -0.0428
C 0.02353 1.72846 3.10430 -0.1870
N 0.57338 0.51496 3.23532 -0.0212
C 0.76474 -3.58088 2.60393 -0.6542
C 1.19871 -4.82265 3.03491 -0.0770
C 0.24063 -5.80334 3.25013 -0.0296
C -1.09154 -5.50185 3.01891 -0.0295
C -1.41955 -4.23345 2.57044 -0.1185
N -0.50861 -3.28182 2.36263 -0.0231
H 2.53400 1.15502 5.88483 0.1109
H 1.49840 3.40429 5.62525 0.1228
H -0.14955 3.75880 3.76615 0.1158
H -0.69787 1.82014 2.30037 0.0472
H 2.25094 -5.01173 3.19271 0.1138
H 0.53290 -6.78750 3.59189 0.1231
H -1.86710 -6.23724 3.18366 0.1179
H -2.45177 -3.96710 2.37158 0.1067
O 0.76746 0.39002 -0.19684 -0.4431
P 1.24293 1.81208 -0.30573 0.7597
C -0.07115 3.03634 0.05945 -0.2725
P -1.75567 2.34022 -0.07693 0.7413
O -1.85369 0.97204 0.52493 -0.4158
C -2.16804 2.35398 -1.81851 -0.2892
C -2.93836 1.28718 -2.28244 -0.0635
C -3.35742 1.25806 -3.60391 -0.0552
C -3.00996 2.29345 -4.46230 -0.0536
C -2.23232 3.35075 -4.00731 -0.0600
C -1.81313 3.38580 -2.68660 -0.0984
C -2.82793 3.50647 0.77476 -0.2661
C -3.29503 4.67479 0.17712 -0.0583
C -4.11841 5.53506 0.88718 -0.0554
C -4.47882 5.23554 2.19352 -0.0558
C -4.02810 4.06470 2.78990 -0.0634
C -3.21043 3.19741 2.08114 -0.0813
C 2.59360 2.16360 0.82020 -0.2936
C 2.88692 3.44796 1.27735 -0.0880
C 3.97033 3.65272 2.11821 -0.0587
C 4.75410 2.57673 2.51601 -0.0524
C 4.46135 1.29444 2.06884 -0.0580
C 3.39025 1.08948 1.21225 -0.0856
C 1.74645 2.20884 -1.98020 -0.2751
C 2.78136 3.10625 -2.24339 -0.0595
C 3.07046 3.45556 -3.55510 -0.0572
C 2.32951 2.91364 -4.59780 -0.0557
C 1.29760 2.02242 -4.33498 -0.0697
C 1.00299 1.66685 -3.02914 -0.0866
H 0.03628 3.86317 -0.64447 0.0734
H 0.04459 3.43699 1.06832 0.0545
H -3.20129 0.49001 -1.59717 0.0913
H -3.96013 0.43408 -3.96417 0.1111
H -3.35549 2.28305 -5.48817 0.1149
H -1.95279 4.14790 -4.68372 0.1165
H -1.20791 4.21847 -2.34747 0.1071
H -3.03004 4.91098 -0.84660 0.1012
H -4.48711 6.43765 0.41790 0.1158
H -5.12174 5.90926 2.74487 0.1155
H -4.32172 3.82458 3.80412 0.1089
H -2.89093 2.26163 2.52212 0.0813
H 2.27449 4.29261 0.97980 0.1123
H 4.20356 4.65211 2.46203 0.1149
H 5.60132 2.74085 3.16935 0.1158
H 5.06856 0.45580 2.38622 0.1146
H 3.17227 0.09874 0.83105 0.0655
H 3.36681 3.52393 -1.43368 0.1033
H 3.86719 4.15840 -3.76189 0.1139
H 2.56351 3.18470 -5.61937 0.1142
H 0.72423 1.60038 -5.14968 0.1127
H 0.19231 0.97876 -2.81729 0.1078
O 0.44594 -2.40439 -0.50193 -0.6556
S 1.86666 -2.39297 -1.03756 0.9560
C 1.80017 -2.04476 -2.78610 -0.3786
C 0.73922 -2.48592 -3.56237 -0.0631
C 0.79121 -2.29290 -4.93355 -0.0534
C 1.89889 -1.67734 -5.50936 -0.0604
C 2.94378 -1.22430 -4.71810 -0.0631
C 2.89329 -1.39816 -3.34140 -0.0844
C 2.31976 -4.12131 -1.13622 -0.3771
C 3.64770 -4.44773 -1.37037 -0.0716
C 3.99640 -5.78340 -1.49565 -0.0566
C 3.02437 -6.76917 -1.37801 -0.0580
C 1.70306 -6.42611 -1.12156 -0.0583
C 1.34145 -5.09180 -0.99386 -0.0744
H -0.09338 -3.00016 -3.09962 0.1013
H -0.02346 -2.63554 -5.55868 0.1135
H 1.94777 -1.56274 -6.58486 0.1147
H 3.79648 -0.73292 -5.16834 0.1163
H 3.70116 -1.04881 -2.70730 0.1153
H 4.39947 -3.67087 -1.46000 0.1159
H 5.02596 -6.05560 -1.68671 0.1154
H 3.29916 -7.81051 -1.48284 0.1141
H 0.94980 -7.19727 -1.02632 0.1122
H 0.32104 -4.79955 -0.77878 0.1053
```

Question: Which of these has the lowest electronic energy?
Answer: C53H45CdN7O3P2SSe2